Entry 1:
{
  "formula": "C5H12O3",
  "method": "the ωB97M-V functional and the def2-TZVPD basis",
  "symbols": ["O", "C", "O", "C", "C", "C", "C", "H", "H", "H", "H", "H", "H", "H", "H", "H", "H", "H", "H", "O"],
  "positions_angstrom": [[-0.048, -1.027, 1.442], [-1.101, -0.798, 0.896], [-2.194, -1.539, 1.247], [-1.497, 0.103, -0.275], [-0.350, 0.609, -1.060], [0.439, -0.482, -1.768], [0.593, 1.621, -0.268], [-2.218, -1.882, 2.152], [-2.346, -0.303, -0.862], [-1.975, 0.959, 0.267], [-0.711, 1.237, -1.895], [0.692, -0.321, -2.812], [1.320, -0.749, -1.209], [-0.081, -1.449, -1.715], [0.569, 2.526, -0.921], [0.122, 2.002, 0.625], [1.569, 1.136, -0.210], [1.762, -0.727, 1.814], [2.976, -0.821, 2.486], [2.477, -0.095, 2.067]],
  "smiles": "CC(C)CC(=O)O.O",
  "de_lowest_ev": 0.926,
  "max_force_ev_per_a": 2.51,
  "lumo_ev": 0.64,
  "spin_multiplicity": 1
}

---

Entry 2:
{
  "formula": "C21H49N7O11SZn",
  "method": "the ωB97M-V functional and the def2-TZVPD basis",
  "symbols": ["Zn", "S", "O", "O", "O", "O", "C", "C", "O", "N", "C", "H", "H", "H", "H", "H", "H", "H", "C", "C", "O", "N", "C", "H", "H", "H", "H", "H", "H", "H", "C", "C", "O", "N", "C", "H", "H", "H", "H", "H", "H", "H", "C", "C", "O", "N", "C", "H", "H", "H", "H", "H", "H", "H", "C", "C", "O", "N", "C", "H", "H", "H", "H", "H", "H", "H", "C", "C", "O", "N", "C", "H", "H", "H", "H", "H", "H", "H", "C", "C", "O", "N", "C", "H", "H", "H", "H", "H", "H", "H"],
  "positions_angstrom": [[2.266, 0.649, 1.663], [0.114, 0.344, 0.178], [0.180, 0.597, -1.246], [0.651, 1.495, 0.878], [-1.176, 0.001, 0.752], [1.179, -0.582, 0.584], [-1.899, 3.844, 0.256], [-3.123, 3.234, 0.799], [-4.097, 3.938, 0.991], [-3.142, 1.929, 1.071], [-4.303, 1.266, 1.698], [-2.128, 4.425, -0.638], [-1.188, 3.047, 0.037], [-1.421, 4.560, 0.925], [-2.400, 1.274, 0.870], [-5.190, 1.639, 1.186], [-4.247, 1.416, 2.776], [-4.363, 0.187, 1.555], [2.271, -5.397, -4.115], [2.116, -4.144, -3.276], [2.833, -4.042, -2.272], [1.245, -3.204, -3.644], [1.069, -1.933, -2.974], [1.288, -5.665, -4.503], [2.562, -6.256, -3.511], [2.912, -5.238, -4.983], [0.737, -3.365, -4.501], [1.907, -1.272, -3.194], [1.186, -2.021, -1.894], [0.077, -1.525, -3.168], [-3.732, -0.076, -1.807], [-3.424, -1.534, -1.775], [-4.118, -2.323, -2.350], [-2.385, -1.829, -0.980], [-1.942, -3.179, -0.794], [-4.586, 0.113, -1.157], [-4.110, 0.355, -2.734], [-2.869, 0.533, -1.535], [-1.987, -1.089, -0.419], [-2.316, -3.905, -1.516], [-2.284, -3.462, 0.201], [-0.860, -3.267, -0.690], [1.204, 3.796, -1.793], [0.252, 3.614, -2.992], [0.091, 4.493, -3.825], [-0.272, 2.398, -3.151], [-1.163, 1.904, -4.177], [0.700, 4.389, -1.030], [2.104, 4.264, -2.193], [1.475, 2.830, -1.369], [-0.185, 1.732, -2.398], [-0.610, 1.432, -4.990], [-1.795, 2.695, -4.581], [-1.766, 1.133, -3.697], [0.841, -0.515, 5.550], [0.490, 0.477, 4.439], [1.111, 0.433, 3.392], [-0.522, 1.326, 4.706], [-1.029, 2.294, 3.759], [1.875, -0.273, 5.796], [0.926, -1.512, 5.118], [0.187, -0.377, 6.411], [-0.919, 1.347, 5.634], [-0.857, 3.339, 4.018], [-2.112, 2.185, 3.814], [-0.834, 2.030, 2.719], [-2.493, -1.432, 3.490], [-1.397, -2.465, 3.298], [-1.320, -3.378, 4.131], [-0.585, -2.313, 2.308], [0.563, -3.166, 2.045], [-2.505, -0.788, 2.611], [-2.229, -0.767, 4.311], [-3.494, -1.829, 3.655], [-0.594, -1.463, 1.762], [1.448, -2.870, 2.609], [0.891, -3.159, 1.005], [0.472, -4.238, 2.219], [3.932, 1.239, -2.280], [4.336, 1.076, -0.805], [3.514, 1.039, 0.130], [5.622, 1.014, -0.632], [6.264, 0.808, 0.676], [4.008, 2.278, -2.602], [2.936, 0.843, -2.476], [4.631, 0.747, -2.957], [6.223, 1.330, -1.379], [5.563, 1.130, 1.446], [7.031, 1.580, 0.732], [6.693, -0.186, 0.804]],
  "de_lowest_ev": 2.780,
  "max_force_ev_per_a": 5.06,
  "lumo_ev": -1.76,
  "spin_multiplicity": 1
}